No. 1
Formula: C38H80F6N4O8
Source: OMol25
Level of theory: ωB97M-V/def2-TZVPD

The value obtained for the HOMO energy is -0.19898 Ha. Its largest force on an atom is 4.28 eV/A. Its total energy is -2915.6049 a.u. Its HOMO-LUMO gap is 4.55 eV. The value obtained for the energy above the lowest of the compared OMol25 structures with the same formula, charge and spin is 0.000 eV.

The geometry in ORCA input format:
```
! wB97M-V def2-TZVPD RIJCOSX def2/J DEFGRID3
* xyz 0 1
N -1.34 0.27 -0.67
O -1.26 -0.84 -0.06
O -2.43 0.63 -1.17
O -0.34 1.00 -0.70
C 2.95 2.09 2.80
C 2.98 1.66 1.33
C 2.86 2.68 0.20
C 1.69 3.62 0.30
N 1.74 4.68 -0.74
C 0.33 5.07 -1.09
C -0.17 4.12 -2.16
C 1.11 3.44 -2.67
C 2.24 4.24 -2.08
C 2.51 5.91 -0.31
C 2.00 6.61 0.89
C 2.77 7.93 1.09
H 3.85 2.58 3.19
H 2.85 1.23 3.46
H 2.14 2.78 3.03
H 2.16 0.93 1.25
H 3.88 1.04 1.21
H 2.77 2.09 -0.72
H 3.81 3.20 0.04
H 1.64 4.05 1.29
H 0.76 3.06 0.15
H 0.44 6.06 -1.55
H -0.38 5.26 -0.30
H -0.69 4.71 -2.91
H -0.83 3.29 -1.90
H 1.16 3.39 -3.75
H 1.26 2.42 -2.32
H 2.56 5.10 -2.66
H 3.14 3.64 -1.99
H 2.43 6.51 -1.22
H 3.55 5.58 -0.22
H 2.11 6.04 1.81
H 0.97 6.94 0.78
H 2.42 8.35 2.02
H 2.68 8.64 0.26
H 3.84 7.74 1.21
C -1.11 -6.19 4.36
C 0.33 -5.70 4.16
C 0.38 -4.64 3.05
C 1.75 -4.10 2.80
N 1.74 -2.92 1.83
C 3.10 -2.47 1.44
C 3.17 -2.28 -0.07
C 1.73 -2.38 -0.57
C 1.10 -3.27 0.47
C 0.94 -1.74 2.32
C 1.44 -1.19 3.62
C 0.55 -0.07 4.17
H -1.40 -6.97 3.66
H -1.81 -5.36 4.40
H -1.14 -6.73 5.31
H 1.02 -6.52 3.94
H 0.71 -5.27 5.09
H -0.41 -3.90 3.19
H 0.03 -5.15 2.15
H 2.40 -4.77 2.24
H 2.32 -3.66 3.62
H 3.40 -1.55 1.94
H 3.88 -3.19 1.70
H 3.61 -1.33 -0.37
H 3.81 -2.99 -0.61
H 1.16 -1.45 -0.59
H 1.76 -2.85 -1.56
H 0.03 -3.11 0.58
H 1.33 -4.33 0.27
H -0.08 -2.11 2.39
H 0.92 -0.96 1.55
H 2.51 -1.01 3.69
H 1.24 -1.98 4.36
H 0.33 0.71 3.44
H 1.04 0.45 5.00
H -0.38 -0.53 4.49
C -2.12 -3.97 -3.56
C -2.32 -3.17 -2.29
N -3.68 -3.34 -1.69
C -3.73 -2.70 -0.34
C -4.74 -2.71 -2.51
C -4.58 -1.25 -2.84
C -4.07 -4.79 -1.54
C -3.35 -5.56 -0.47
O -2.03 -5.77 -0.90
C -1.39 -6.77 -0.15
H -1.69 -4.93 -3.30
H -1.43 -3.42 -4.21
H -3.00 -4.09 -4.19
H -2.28 -2.11 -2.54
H -1.62 -3.40 -1.50
H -3.77 -1.63 -0.51
H -2.80 -2.93 0.16
H -4.61 -3.08 0.17
H -5.71 -2.87 -2.03
H -4.85 -3.27 -3.44
H -3.64 -0.98 -3.33
H -4.75 -0.52 -2.06
H -5.36 -1.04 -3.59
H -3.94 -5.20 -2.53
H -5.13 -4.73 -1.32
H -3.93 -6.48 -0.30
H -3.41 -5.03 0.48
H -0.36 -6.86 -0.52
H -1.83 -7.76 -0.28
H -1.21 -6.49 0.90
C -2.21 5.34 3.93
O -2.42 3.96 3.64
O -3.20 5.85 4.45
C -0.96 5.42 4.78
F -0.35 6.63 4.77
F -1.13 5.04 6.07
F 0.00 4.51 4.31
C -1.94 3.50 2.42
C -2.01 2.01 2.48
H -3.07 1.73 2.52
H -1.52 1.52 1.63
H -1.56 1.69 3.42
H -0.94 3.85 2.15
H -2.61 3.86 1.62
H -1.97 5.94 2.99
C 1.91 0.65 -6.80
O 0.69 0.19 -6.14
O 1.93 0.33 -8.00
C 2.20 2.12 -6.46
F 1.11 2.93 -6.40
F 2.82 2.28 -5.24
F 3.06 2.63 -7.34
C 0.67 0.17 -4.74
C -0.63 -0.51 -4.43
H -0.79 -1.46 -4.94
H -0.71 -0.64 -3.33
H -1.45 0.16 -4.69
H 0.64 1.22 -4.41
H 1.53 -0.39 -4.36
H 2.76 0.08 -6.29
*
```

***

No. 2
Formula: C38H80F6O19
Source: OMol25
Level of theory: ωB97M-V/def2-TZVPD

The value obtained for the HOMO energy is -0.33139 Ha. Its largest force on an atom is 2.02 eV/A. Its total energy is -3524.3388 a.u. Its HOMO-LUMO gap is 9.56 eV. The value obtained for the energy above the lowest of the compared OMol25 structures with the same formula, charge and spin is 0.000 eV. The structure (SMILES) is CCOC(=O)C(F)(F)F.CCOC(=O)C(F)(F)F.COCCOCCOC.COCCOCCOC.COCCOCCOC.COCCOCCOC.COCCOCCOC.

The geometry in ORCA input format:
```
! wB97M-V def2-TZVPD RIJCOSX def2/J DEFGRID3
* xyz 0 1
C 4.38 -3.60 -6.50
C 4.74 -2.24 -6.04
O 3.76 -1.63 -5.19
C 4.08 -0.51 -4.56
O 5.11 0.07 -4.67
C 2.92 -0.04 -3.67
F 3.38 0.85 -2.81
F 1.99 0.58 -4.40
F 2.34 -1.06 -3.04
H 5.27 -4.04 -6.94
H 3.63 -3.63 -7.29
H 4.09 -4.31 -5.72
H 4.83 -1.60 -6.92
H 5.72 -2.29 -5.56
C 0.19 -1.46 0.33
C 0.31 -0.13 1.09
O -0.01 0.98 0.27
C 0.93 1.75 -0.21
O 2.10 1.65 0.03
C 0.38 2.80 -1.20
F 1.00 3.96 -0.94
F 0.67 2.41 -2.43
F -0.92 2.99 -1.01
H -0.73 -1.53 -0.24
H 0.20 -2.21 1.13
H 1.03 -1.71 -0.32
H 1.27 -0.03 1.60
H -0.38 -0.15 1.94
C -3.78 -4.60 5.05
O -2.68 -3.87 5.54
C -1.58 -3.83 4.63
C -1.86 -3.25 3.25
O -2.64 -4.12 2.43
C -2.57 -3.84 1.04
C -3.29 -2.59 0.56
O -4.67 -2.56 0.85
C -5.06 -1.57 1.79
H -4.52 -4.61 5.86
H -3.52 -5.64 4.85
H -4.23 -4.18 4.15
H -1.29 -4.87 4.47
H -0.79 -3.26 5.11
H -0.95 -2.92 2.73
H -2.45 -2.33 3.36
H -2.92 -4.70 0.48
H -1.48 -3.82 0.90
H -3.18 -2.62 -0.52
H -2.75 -1.73 0.95
H -6.14 -1.58 1.91
H -4.65 -0.63 1.42
H -4.64 -1.80 2.78
C 1.59 -5.13 3.04
O 1.32 -3.83 3.57
C 2.27 -2.85 3.22
C 2.16 -1.63 4.11
O 0.83 -1.17 4.11
C 0.58 0.15 4.50
C -0.90 0.40 4.62
O -1.45 0.59 3.32
C -2.81 0.94 3.37
H 1.07 -5.92 3.58
H 2.67 -5.26 3.05
H 1.16 -5.13 2.03
H 2.14 -2.62 2.16
H 3.29 -3.23 3.33
H 2.82 -0.84 3.73
H 2.47 -1.86 5.13
H 1.12 0.82 3.82
H 1.03 0.39 5.47
H -1.06 1.33 5.17
H -1.38 -0.41 5.18
H -3.02 1.93 3.77
H -3.41 0.14 3.81
H -3.17 0.99 2.33
C -5.36 -2.25 -3.67
O -4.15 -2.98 -3.55
C -4.31 -4.15 -2.80
C -3.04 -4.98 -2.78
O -1.92 -4.31 -2.28
C -0.69 -4.94 -2.49
C 0.50 -4.08 -2.06
O 1.70 -4.76 -2.30
C 2.80 -3.89 -2.18
H -6.14 -2.82 -4.18
H -5.10 -1.34 -4.21
H -5.70 -1.87 -2.70
H -5.08 -4.82 -3.19
H -4.55 -3.89 -1.76
H -2.88 -5.30 -3.83
H -3.15 -5.91 -2.20
H -0.58 -5.21 -3.55
H -0.66 -5.97 -2.09
H 0.36 -3.79 -1.02
H 0.44 -3.15 -2.64
H 2.99 -3.40 -3.14
H 3.73 -4.37 -1.87
H 2.71 -3.20 -1.33
C -1.45 -0.38 -2.93
O -2.71 0.27 -3.04
C -3.41 0.35 -1.82
C -4.59 1.36 -1.80
O -4.20 2.71 -1.64
C -3.59 3.23 -2.82
C -3.28 4.72 -2.74
O -4.41 5.54 -2.88
C -5.29 5.53 -1.80
H -1.63 -1.45 -2.79
H -0.92 0.03 -2.06
H -0.88 -0.16 -3.83
H -2.71 0.57 -1.01
H -3.96 -0.59 -1.68
H -5.22 1.15 -0.93
H -5.21 1.14 -2.68
H -4.30 3.05 -3.63
H -2.64 2.71 -3.00
H -2.58 4.90 -3.55
H -2.77 4.92 -1.79
H -5.97 6.38 -1.95
H -4.80 5.43 -0.83
H -5.98 4.67 -1.78
C 5.91 10.95 1.19
O 4.97 9.90 1.38
C 5.52 8.63 1.14
C 4.50 7.56 1.37
O 5.05 6.26 1.42
C 4.09 5.24 1.54
C 4.69 3.87 1.35
O 5.28 3.34 2.53
C 6.29 4.11 3.14
H 5.31 11.86 1.23
H 6.34 10.84 0.19
H 6.67 10.96 1.97
H 6.33 8.47 1.86
H 5.98 8.56 0.15
H 3.83 7.51 0.49
H 3.86 7.79 2.23
H 3.32 5.33 0.76
H 3.61 5.38 2.51
H 5.41 3.91 0.52
H 3.91 3.16 1.12
H 7.10 4.40 2.47
H 6.73 3.50 3.93
H 5.91 5.04 3.58
*
```

***

No. 3
Formula: C38H80N4O22P4
Source: OMol25
Level of theory: ωB97M-V/def2-TZVPD

The value obtained for the HOMO energy is -0.37520 Ha. Its largest force on an atom is 2.93 eV/A. Its total energy is -4735.9815 a.u. Its HOMO-LUMO gap is 10.41 eV. The structure (SMILES) is CCOP(=O)(OCC)OCC.CCOP(=O)(OCC)OCC.CCOP(=O)(OCC)OCC.CCOP(=O)(OCC)OCC.O=C1OCCO1.O=C1OCCO1.CC#N.CC#N.CC#N.CC#N.

The geometry in ORCA input format:
```
! wB97M-V def2-TZVPD RIJCOSX def2/J DEFGRID3
* xyz 0 1
C -0.90 -1.69 2.57
C -1.65 -2.98 2.61
O -0.93 -3.99 1.86
P -0.71 -5.46 2.54
O -1.96 -6.16 2.85
O 0.29 -5.16 3.70
C 0.46 -6.04 4.84
C 1.47 -7.15 4.47
O 0.18 -6.15 1.41
C -0.20 -6.30 0.07
C 0.52 -5.31 -0.83
H -1.02 -1.17 1.62
H -1.37 -1.00 3.27
H 0.13 -1.65 2.91
H -2.04 -3.39 3.55
H -2.57 -2.86 2.02
H 0.86 -5.48 5.68
H -0.52 -6.40 5.17
H 2.45 -6.68 4.27
H 1.65 -7.85 5.28
H 1.39 -7.67 3.51
H -0.13 -7.32 -0.30
H -1.27 -6.06 0.01
H 0.40 -5.39 -1.90
H 0.39 -4.27 -0.53
H 1.58 -5.48 -0.58
C 5.20 -2.12 -2.89
C 5.48 -0.98 -1.90
O 4.25 -0.35 -1.58
P 3.74 -0.21 -0.03
O 2.57 0.65 0.22
O 3.59 -1.71 0.35
C 3.05 -2.21 1.56
C 4.04 -3.16 2.24
O 5.08 0.16 0.74
C 5.82 1.35 0.44
C 6.31 1.91 1.78
H 6.13 -2.60 -3.21
H 4.54 -2.86 -2.43
H 4.79 -1.75 -3.83
H 5.99 -1.35 -1.01
H 6.18 -0.41 -2.52
H 2.91 -1.42 2.31
H 2.04 -2.59 1.44
H 4.55 -3.90 1.62
H 4.85 -2.64 2.75
H 3.50 -3.70 3.02
H 6.66 1.23 -0.24
H 5.21 2.15 0.02
H 6.80 1.20 2.44
H 6.96 2.77 1.59
H 5.48 2.41 2.29
C -0.73 3.03 -8.58
C -0.02 1.70 -8.33
O -1.09 0.81 -7.91
P -0.66 -0.53 -7.14
O -1.74 -1.25 -6.45
O 0.25 -1.34 -8.20
C -0.17 -1.68 -9.55
C -0.37 -3.18 -9.60
O 0.53 -0.07 -6.13
C 0.25 0.03 -4.75
C 1.55 0.33 -3.99
H -1.39 2.91 -9.43
H -1.20 3.34 -7.66
H -0.02 3.83 -8.77
H 0.66 1.20 -9.02
H 0.63 1.90 -7.47
H -1.11 -1.15 -9.71
H 0.58 -1.37 -10.27
H -1.29 -3.44 -9.08
H -0.48 -3.42 -10.66
H 0.40 -3.75 -9.08
H -0.45 0.86 -4.65
H -0.14 -0.86 -4.26
H 2.06 1.17 -4.45
H 1.42 0.40 -2.92
H 2.21 -0.54 -4.12
C -2.37 4.76 2.74
C -3.36 3.61 3.08
O -2.65 2.53 3.71
P -3.52 1.31 4.26
O -4.65 1.68 5.15
O -4.08 0.59 2.93
C -4.58 -0.75 2.92
C -5.98 -0.61 2.32
O -2.44 0.32 4.84
C -1.60 0.70 5.91
C -2.33 0.63 7.27
H -2.85 5.70 2.48
H -1.63 4.88 3.53
H -1.87 4.47 1.82
H -4.07 4.03 3.79
H -3.92 3.23 2.23
H -3.94 -1.36 2.28
H -4.77 -1.11 3.93
H -5.99 -0.14 1.34
H -6.43 -1.60 2.26
H -6.62 0.01 2.96
H -0.75 0.02 5.79
H -1.15 1.67 5.70
H -2.32 1.56 7.84
H -3.40 0.46 7.15
H -1.90 -0.20 7.83
O -0.76 4.72 -0.17
C -0.32 3.59 -0.12
O -0.41 2.72 -1.16
C -0.36 1.40 -0.69
C -0.27 1.58 0.84
O 0.07 2.95 0.96
H -1.22 0.80 -0.98
H 0.53 0.83 -0.96
H 0.45 0.89 1.26
H -1.20 1.22 1.27
O -2.92 -0.37 0.59
C -3.81 0.33 0.19
O -3.96 1.62 0.35
C -5.23 2.06 -0.08
C -5.78 0.86 -0.92
O -4.81 -0.13 -0.60
H -5.88 2.21 0.78
H -5.10 2.96 -0.67
H -5.70 0.94 -2.00
H -6.71 0.49 -0.49
C -1.78 -2.47 -1.50
C -0.41 -1.99 -1.64
N 0.67 -1.61 -1.69
H -1.86 -3.53 -1.71
H -2.43 -2.00 -2.24
H -2.11 -2.26 -0.48
C -0.37 7.91 -0.76
C -0.76 8.52 -2.03
N -1.08 9.03 -3.01
H 0.72 7.92 -0.67
H -0.65 6.88 -0.59
H -0.68 8.57 0.06
C 2.11 2.96 5.54
C 1.73 1.89 4.63
N 1.40 1.04 3.94
H 1.58 3.82 5.11
H 3.19 3.15 5.53
H 1.83 2.80 6.57
C 2.78 5.37 1.55
C 4.15 5.12 1.06
N 5.22 4.87 0.71
H 2.13 4.66 1.03
H 2.54 6.43 1.52
H 2.74 5.07 2.60
*
```

***

Question: The lowest HOMO energy belongs to which entry?
Answer: C38H80N4O22P4